{"formula": "C2H14NO9", "method": "the ωB97M-V functional and the def2-TZVPD basis", "lumo_energy_ev": [-0.52, -6.18], "homo_energy_ha": [-0.3873, -0.3835], "multiplicity": 2, "symbols": ["O", "C", "N", "C", "O", "O", "H", "H", "H", "H", "O", "H", "H", "O", "H", "H", "O", "H", "H", "O", "H", "H", "O", "H", "H", "O"], "positions_angstrom": [[-0.25628, 0.74085, -3.00724], [-0.07537, 1.68324, -2.28553], [0.08256, 1.59858, -0.88342], [-0.27760, 0.48164, -0.05605], [-0.76699, -0.48965, -0.56999], [-0.08276, 0.77593, 1.17418], [0.01923, 2.66575, -2.68036], [0.35547, 2.44794, -0.28521], [2.26727, 2.12510, 0.44466], [1.54963, 2.24938, 1.84241], [2.17066, 2.72538, 1.19962], [-2.75389, -0.37696, -1.39989], [-3.25285, -0.62080, -0.06105], [-3.36971, -0.99200, -0.89060], [1.55293, -0.19003, 1.74231], [2.96556, 0.26190, 1.80101], [2.14002, 0.34003, 2.36599], [0.82774, -2.17632, 0.32217], [1.51500, -2.25512, 1.67803], [1.41973, -2.72022, 0.89714], [-0.89772, -2.21667, -2.14568], [-1.06009, -0.83025, -2.50113], [-1.45390, -1.72743, -2.69302], [-1.37489, -1.26897, 1.45717], [-0.35557, -0.68892, 2.26284], [-0.88816, -1.54240, 2.27166]]}

---

{"formula": "C39H49BiGeN6O3S2", "method": "the ωB97M-V functional and the def2-TZVPD basis", "charge": 1, "lumo_energy_ev": [-2.17, -4.63], "homo_energy_ha": [-0.3451, -0.3451], "multiplicity": 2, "symbols": ["Bi", "C", "C", "C", "C", "O", "Ge", "O", "C", "C", "C", "C", "O", "C", "C", "C", "C", "H", "H", "H", "H", "H", "H", "H", "H", "H", "H", "H", "H", "H", "H", "H", "H", "H", "H", "H", "H", "H", "H", "H", "H", "H", "H", "H", "C", "C", "N", "C", "C", "C", "C", "C", "C", "C", "N", "C", "C", "C", "C", "C", "C", "C", "C", "N", "C", "H", "H", "H", "H", "H", "H", "H", "H", "H", "H", "H", "H", "S", "C", "C", "C", "C", "C", "N", "H", "H", "H", "H", "C", "N", "C", "C", "N", "C", "S", "H", "H", "H", "H", "H", "H"], "positions_angstrom": [[0.42429, 0.37718, -0.40067], [-0.97039, -3.18039, 3.16461], [0.23355, -2.54369, 2.46452], [0.74707, -3.53335, 1.40750], [1.32297, -2.24942, 3.49949], [-0.12302, -1.35884, 1.79141], [-1.30217, -0.04194, 2.43373], [-0.11187, 1.39493, 2.49613], [-0.14570, 2.37303, 3.51089], [-1.42206, 3.21507, 3.40197], [-0.11644, 1.72391, 4.89993], [1.12511, 3.24301, 3.35062], [-2.24808, 0.35824, 0.85826], [-3.58315, -0.02792, 0.63284], [-3.98467, 0.58048, -0.71801], [-4.51904, 0.51654, 1.71820], [-3.70498, -1.55317, 0.58649], [-0.68660, -4.13635, 3.59343], [-1.77508, -3.32960, 2.45086], [-1.32503, -2.52805, 3.96076], [1.14614, -4.42627, 1.88027], [1.52539, -3.06944, 0.81112], [-0.06530, -3.81100, 0.74211], [1.64876, -3.16543, 3.98555], [0.93471, -1.56013, 4.24905], [2.17606, -1.78482, 3.01614], [-2.27676, 2.58854, 3.65177], [-1.56440, 3.58266, 2.39054], [-1.38391, 4.06223, 4.08037], [-1.01727, 1.12522, 5.03941], [-0.06782, 2.49660, 5.66235], [0.74563, 1.06736, 4.98942], [1.67334, 2.92371, 2.46741], [1.77367, 3.12581, 4.21360], [0.87211, 4.29529, 3.25390], [-3.89540, 1.66323, -0.67539], [-5.01054, 0.32024, -0.95950], [-3.32680, 0.21582, -1.50057], [-4.41651, 1.59503, 1.79745], [-4.26002, 0.06819, 2.67723], [-5.55153, 0.27339, 1.48059], [-2.91536, -1.95971, -0.03769], [-4.67452, -1.85156, 0.19593], [-3.58414, -1.95564, 1.59098], [2.70505, 4.05489, -2.22835], [2.28574, 3.14531, -1.25110], [1.99262, 1.89905, -1.52699], [2.20511, 1.42628, -2.76887], [2.62239, 2.26711, -3.83130], [2.81618, 3.62926, -3.52746], [2.83189, 1.70117, -5.10407], [2.69388, 0.35017, -5.27966], [2.32881, -0.49259, -4.22382], [2.05848, 0.02239, -2.97318], [1.69760, -0.69358, -1.85564], [2.55191, -1.62825, -1.30087], [2.89264, -2.82719, -1.88381], [3.81326, -3.68473, -1.27181], [4.41911, -3.35516, -0.08970], [4.09000, -2.14691, 0.55449], [4.66982, -1.72143, 1.76719], [4.27323, -0.53801, 2.33220], [3.25694, 0.19489, 1.70499], [2.70948, -0.17048, 0.57630], [3.11545, -1.29821, -0.03132], [2.91364, 5.07593, -1.95416], [2.17069, 3.44886, -0.22340], [3.07889, 4.31399, -4.31943], [3.11292, 2.34096, -5.92638], [2.87629, -0.08488, -6.25049], [2.24266, -1.55152, -4.40212], [2.42898, -3.11783, -2.81157], [4.04398, -4.62150, -1.75292], [5.14279, -4.01207, 0.36584], [5.41038, -2.34818, 2.23900], [4.71335, -0.17715, 3.24712], [2.86705, 1.09470, 2.15417], [-0.91144, 1.19774, -2.45961], [-1.13227, 2.70612, -1.65452], [-1.91366, 3.75595, -2.13991], [-1.88277, 4.95183, -1.45294], [-1.10198, 5.07076, -0.30472], [-0.41292, 3.95538, 0.12575], [-0.42580, 2.81082, -0.53492], [-2.51787, 3.61791, -3.02179], [-2.45386, 5.79467, -1.80849], [-1.03048, 6.00264, 0.23283], [0.18230, 3.95728, 1.02341], [-2.71063, -4.59103, -1.79621], [-2.76054, -3.39571, -2.58858], [-3.65287, -3.15383, -3.60167], [-3.38562, -1.92552, -4.09940], [-2.33015, -1.42386, -3.38497], [-1.95236, -2.31718, -2.44716], [-0.71578, -2.18372, -1.30243], [-3.20227, -5.39574, -2.33897], [-3.21368, -4.44025, -0.83869], [-1.67027, -4.85322, -1.60475], [-4.39198, -3.87583, -3.88150], [-3.85431, -1.36993, -4.88386], [-1.91029, -0.50958, -3.49474]]}

---

{"formula": "C19H23F4N2Sr", "method": "the ωB97M-V functional and the def2-TZVPD basis", "charge": 1, "lumo_energy_ev": -3.22, "homo_energy_ha": -0.3622, "symbols": ["Sr", "C", "C", "N", "C", "C", "C", "C", "N", "C", "C", "F", "C", "F", "C", "C", "F", "C", "F", "H", "H", "H", "H", "H", "H", "H", "H", "H", "H", "H", "H", "H", "H", "H", "C", "C", "C", "C", "C", "C", "C", "H", "H", "H", "H", "H", "H", "H", "H"], "positions_angstrom": [[2.22975, -14.88774, -5.78533], [2.40972, -17.94359, -6.76539], [1.51376, -17.48837, -7.94564], [1.39454, -15.97868, -8.01310], [2.44505, -15.35121, -8.99975], [2.02327, -15.50461, -10.49337], [0.01105, -15.52780, -8.28760], [-0.21415, -13.96764, -8.14165], [0.47532, -13.56024, -6.91149], [-0.21203, -12.86608, -5.99970], [-0.16322, -13.07429, -4.57498], [0.50929, -14.21241, -4.07404], [-1.09261, -12.56787, -3.71822], [-1.19046, -13.00261, -2.44224], [-2.02511, -11.56007, -4.16196], [-1.87375, -11.12762, -5.45444], [-2.42024, -9.96439, -5.86770], [-1.14082, -11.81384, -6.38692], [-1.31445, -11.54336, -7.69504], [2.30855, -19.06017, -6.62341], [2.11320, -17.47752, -5.79713], [3.49941, -17.83309, -6.91697], [0.51733, -17.88976, -7.80481], [1.91027, -17.82107, -8.89754], [3.33475, -15.92596, -8.67947], [2.50831, -14.29304, -8.70096], [2.00230, -16.55053, -10.81488], [2.81781, -14.90970, -11.06905], [1.03793, -15.04502, -10.70999], [-0.73342, -16.08129, -7.65928], [-0.26491, -15.62745, -9.34234], [-1.32961, -13.88346, -8.08959], [0.15074, -13.35967, -8.99935], [-2.70859, -11.13425, -3.44368], [3.16225, -12.19315, -3.15195], [3.99078, -13.33845, -3.87752], [4.31668, -14.50196, -3.05494], [4.77282, -15.66274, -3.66216], [5.05219, -15.63475, -5.02725], [5.08879, -14.45885, -5.69016], [4.60680, -13.26581, -5.14683], [3.68534, -11.73028, -2.31004], [2.17056, -12.53983, -2.86484], [2.97502, -11.38627, -3.89075], [4.01501, -14.52351, -2.02621], [4.87321, -16.62027, -3.15306], [5.24688, -16.58711, -5.49024], [5.52697, -14.57449, -6.66795], [4.73881, -12.30931, -5.69888]]}

---

{"formula": "C4H6Cl2", "method": "the ωB97M-V functional and the def2-TZVPD basis", "lumo_energy_ev": 0.85, "homo_energy_ha": -0.3426, "symbols": ["C", "C", "Cl", "C", "C", "Cl", "H", "H", "H", "H", "H", "H"], "positions_angstrom": [[-0.63358, -1.90004, 0.03155], [-0.52907, -0.38308, -0.07467], [-2.12786, 0.35161, -0.06793], [0.51279, 0.40627, -0.03683], [0.64857, 1.90926, 0.02292], [2.15345, -0.37812, -0.07334], [0.28542, -2.42514, 0.27119], [-1.08350, -2.24679, -0.95960], [-1.40531, -2.10718, 0.77901], [-0.33207, 2.37235, 0.02661], [1.25753, 2.12221, 0.92344], [1.25363, 2.27865, -0.84236]]}

---

Respective E values: -22214.655 -140345.176 -34755.250 -29289.818 eV.